The molecule C20H23NO, computed with wB97M-V/def2-TZVPD.

Results
E_tot	-905.96119	Eh
frontier orbital gap	0.3394	Ha
SMILES	Cc1ccc(NC(=O)Cc2ccc3c(c2)CCCC3)cc1C
energy above the lowest of the compared OMol25 structures with the same formula, charge and spin	0.000	eV
HOMO	-8.44	eV

The geometry in XYZ format:
```
45
Properties=species:S:1:pos:R:3:nbo_charge:R:1
C -2.6399 0.6001 -2.4628 -0.634
C -2.2915 0.4374 -1.0144 -0.038
C -2.6409 -0.7223 -0.3376 -0.202
C -2.3857 -0.8785 1.0115 -0.227
C -1.7485 0.1367 1.7112 0.148
N -1.5275 0.0449 3.1000 -0.634
C -0.8529 -0.8981 3.8090 0.697
O -0.8054 -0.8394 5.0195 -0.609
C -0.1263 -1.9615 3.0015 -0.529
C 0.7504 -1.3321 1.9540 -0.019
C 1.6089 -0.2984 2.3087 -0.215
C 2.4091 0.3101 1.3591 -0.201
C 2.3725 -0.1146 0.0419 -0.037
C 1.5217 -1.1571 -0.3196 0.074
C 0.7141 -1.7532 0.6321 -0.226
C 1.5031 -1.5275 -1.7691 -0.440
C 1.3018 -0.2462 -2.5848 -0.394
C 2.3712 0.8169 -2.2797 -0.392
C 3.2178 0.4731 -1.0441 -0.426
C -1.3874 1.2980 1.0388 -0.242
C -1.6480 1.4615 -0.3120 0.077
C -1.2586 2.7326 -1.0023 -0.648
H -3.0798 -0.3123 -2.8571 0.217
H -1.7615 0.8460 -3.0579 0.216
H -3.3575 1.4111 -2.5888 0.218
H -3.1442 -1.5145 -0.8735 0.209
H -2.7031 -1.7734 1.5238 0.215
H -1.8351 0.8354 3.6530 0.409
H 0.4793 -2.5326 3.7101 0.250
H -0.8425 -2.6435 2.5434 0.230
H 1.6441 0.0319 3.3371 0.216
H 3.0680 1.1176 1.6462 0.209
H 0.0486 -2.5536 0.3396 0.206
H 0.6998 -2.2349 -1.9801 0.214
H 2.4516 -1.9954 -2.0482 0.207
H 1.2992 -0.4849 -3.6497 0.208
H 0.3165 0.1443 -2.3276 0.199
H 1.8841 1.7787 -2.1097 0.200
H 3.0388 0.9383 -3.1348 0.206
H 3.9751 -0.2643 -1.3291 0.208
H 3.7406 1.3638 -0.6924 0.216
H -0.8956 2.0884 1.5880 0.212
H -0.7544 3.4057 -0.3141 0.218
H -2.1391 3.2366 -1.4003 0.218
H -0.5907 2.5290 -1.8385 0.216
```

A cluster of 2 separate species, C23H31Br4F10N3O5 in total at a distorted geometry, computed with wB97M-V/def2-TZVPD.

Results
E_tot	-12730.08252	Eh
frontier orbital gap	0.3257	Ha
SMILES	[H]/N=C(\C)C[C@@](O[C@@](Br)(CNC)[C@@H](CCCF)N(Br)CCO)(/C(Br)=C(/C)Br)C(F)(F)C(F)(F)C(F)(F)C(F)(F)F.O=C1OCCO1
HOMO	-8.50	eV

The geometry in XYZ format:
```
76
Properties=species:S:1:pos:R:3:lowdin_charge:R:1
H -1.0219 -3.8671 3.5206 0.053
N -0.9506 -2.8976 3.2079 0.113
C -0.1092 -2.8016 2.2523 -0.404
C 0.6426 -3.9961 1.7275 -0.039
C -0.1062 -1.3991 1.5956 -0.090
C 1.1225 -0.4938 1.2460 -0.287
O 1.2233 -0.1042 -0.1454 -0.169
C 0.4091 -0.3583 -1.2472 -0.611
Br 0.2233 -2.3130 -1.6872 0.856
C -1.0801 0.1404 -1.1135 -0.210
N -1.4207 0.7754 0.1513 -0.109
C -2.7923 0.4653 0.5843 -0.095
C 1.1290 0.2559 -2.5106 -0.380
C 1.8805 1.5995 -2.3446 -0.159
C 1.1777 2.9746 -2.5391 -0.151
C -0.2948 3.0280 -2.8928 -0.206
F -0.5843 4.2788 -3.4611 -0.064
N 1.9729 -0.7368 -3.1793 -0.589
Br 3.6741 -0.9410 -2.4235 0.862
C 2.0301 -0.5623 -4.6310 -0.262
C 0.8483 -1.2628 -5.2963 -0.252
O 1.2133 -2.6141 -5.5368 -0.064
C 1.1059 0.8225 2.1014 -0.565
Br 1.3111 2.4591 1.1728 0.955
C 1.0063 0.9986 3.4298 -0.753
C 1.0873 2.3329 4.1331 -0.193
Br 0.6781 -0.4078 4.6455 0.893
C 2.4844 -1.2547 1.4628 -0.338
F 2.5576 -2.2277 0.5330 0.092
F 2.4762 -1.8545 2.6796 0.076
C 3.8608 -0.4613 1.3574 -0.325
F 3.6867 0.6988 0.7134 0.102
F 4.7296 -1.2089 0.6389 0.113
C 4.6129 -0.1500 2.6970 -0.341
F 3.7685 0.2040 3.6677 0.143
F 5.4296 0.8849 2.4554 0.167
C 5.5151 -1.3121 3.2357 -0.592
F 5.7081 -1.1412 4.5243 0.202
F 6.6768 -1.3130 2.6320 0.203
F 4.9693 -2.5052 3.0495 0.188
H 1.6817 -3.9926 2.0602 0.076
H 0.1667 -4.9008 2.1220 0.081
H 0.6429 -4.0466 0.6408 0.039
H -0.6675 -1.5170 0.6691 0.064
H -0.7551 -0.8236 2.2549 0.082
H -1.2741 0.7993 -1.9648 0.100
H -1.7566 -0.7066 -1.2467 0.083
H -1.3687 1.7805 0.0581 0.072
H -3.0580 1.1198 1.4171 0.087
H -3.5345 0.6178 -0.2129 0.065
H -2.8553 -0.5774 0.9065 0.085
H 0.3341 0.4180 -3.2490 0.116
H 2.4305 1.5887 -1.4075 0.059
H 2.6425 1.5695 -3.1309 0.088
H 1.3335 3.5891 -1.6492 0.082
H 1.6854 3.5043 -3.3542 0.117
H -0.9337 2.9440 -2.0102 0.106
H -0.5809 2.2796 -3.6379 0.113
H 2.0556 0.5017 -4.9241 0.119
H 2.9481 -1.0266 -4.9981 0.097
H 0.5987 -0.7573 -6.2386 0.117
H -0.0307 -1.2066 -4.6398 0.101
H 0.4471 -3.1850 -5.4043 0.088
H 1.9676 2.8924 3.7981 0.058
H 1.1574 2.1895 5.2113 0.053
H 0.1941 2.9288 3.9182 0.080
O -5.7499 -0.0205 -1.3399 0.161
C -6.4956 0.4414 -0.5392 -0.572
O -7.8336 0.2581 -0.5340 0.063
C -8.3670 0.7767 0.6886 -0.111
C -7.3046 1.7836 1.0939 -0.110
O -6.1251 1.2310 0.4984 0.043
H -9.3431 1.2141 0.5009 0.132
H -8.4602 -0.0412 1.4044 0.133
H -7.4815 2.7712 0.6658 0.133
H -7.1614 1.8684 2.1673 0.132
```

A structure of composition C24H26CoN5O8S at a distorted geometry, computed with wB97M-V/def2-TZVPD.

Results
charge	-1
E_tot	-3587.03005	Eh
frontier orbital gap (alpha / beta)	0.3140 / 0.3133	Ha
2S+1	2
energy above the lowest of the compared OMol25 structures with the same formula, charge and spin	0.000	eV
<S²>	0.76
HOMO (alpha / beta)	-5.82 / -5.80	eV

The geometry in XYZ format:
```
65
Properties=species:S:1:pos:R:3:nbo_charge:R:1
Co -0.2775 0.5805 -0.7721 1.216
O 0.0404 2.1151 -2.0143 -0.749
C 1.1701 2.7632 -1.4088 -0.099
C 2.2892 1.7369 -1.2366 -0.255
N 1.7031 0.4317 -0.8225 -0.464
C 2.1661 -0.6825 -1.6993 -0.349
C 1.8750 -0.5686 -3.2200 0.802
O 2.3599 -1.4822 -3.9052 -0.716
O 1.1895 0.3928 -3.6610 -0.786
C 1.9710 0.1018 0.5960 -0.354
C 0.9482 -0.9292 1.0940 0.780
O 1.2489 -1.7146 1.9769 -0.665
O -0.1994 -0.8461 0.5044 -0.789
H 0.4224 1.5418 -2.7546 0.527
H 0.8360 3.1572 -0.4538 0.240
H 1.5062 3.5885 -2.0417 0.179
H 3.0268 2.0777 -0.5067 0.210
H 2.7942 1.5934 -2.1893 0.216
H 1.6757 -1.5938 -1.3537 0.240
H 3.2462 -0.8248 -1.5811 0.206
H 1.8405 1.0094 1.1905 0.243
H 2.9896 -0.2705 0.7347 0.204
C 1.1902 -1.0723 6.4267 -0.629
C 0.7738 -0.0458 5.4091 0.001
C -0.2865 -0.3060 4.5460 -0.189
C -0.6566 0.6068 3.5755 -0.206
C 0.0398 1.8014 3.4564 -0.265
C 1.0973 2.0813 4.3068 -0.203
C 1.4547 1.1592 5.2800 -0.231
S -0.3970 2.9822 2.1976 2.334
O 0.8474 3.6254 1.8331 -0.989
O -1.4377 3.8272 2.7421 -0.977
N -0.8622 2.0991 0.9701 -1.008
C -2.1417 1.7365 0.6863 0.416
C -3.3451 2.0702 1.3418 -0.309
C -4.5213 1.5388 0.8675 -0.148
C -4.5299 0.6892 -0.2405 -0.314
C -3.3204 0.4034 -0.8329 0.069
N -2.1744 0.9146 -0.3870 -0.529
H 0.3826 -1.2786 7.1321 0.212
H 2.0578 -0.7366 6.9949 0.206
H 1.4476 -2.0127 5.9365 0.226
H -0.8001 -1.2582 4.6009 0.212
H -1.4483 0.3628 2.8796 0.234
H 1.6465 3.0054 4.1846 0.231
H 2.2928 1.3710 5.9347 0.201
H -3.3198 2.7350 2.1901 0.254
H -5.4505 1.7865 1.3672 0.207
H -5.4434 0.2599 -0.6255 0.212
H -3.2308 -0.2570 -1.6853 0.217
N 1.0081 -1.9032 -5.8998 -0.815
C -0.0382 -2.7191 -5.6602 0.649
O -0.6032 -3.3950 -6.5072 -0.658
C -0.4606 -2.7248 -4.2240 -0.161
C -0.5162 -3.9088 -3.5059 -0.136
C -0.8422 -3.8543 -2.1619 -0.261
C -1.1000 -2.6182 -1.5878 0.044
N -1.0794 -1.4789 -2.2825 -0.493
C -0.7760 -1.5427 -3.5750 0.059
H 1.3724 -1.8852 -6.8372 0.378
H 1.5600 -1.5176 -5.1326 0.427
H -0.2868 -4.8471 -3.9955 0.223
H -0.8742 -4.7474 -1.5528 0.214
H -1.3136 -2.5211 -0.5310 0.229
H -0.7373 -0.6029 -4.1106 0.229
```

- Among the records above, which one has the highest E_tot?
  C20H23NO

- What is the E_tot in the second record?
  -12730.08252 Eh

- What is the E_tot in the second record?
  -12730.08252 Eh